Entry 1:
The following is a quantum chemistry calculation of 2 unconnected molecules or ions with the total composition C2H12N4O at a distorted geometry, from the Open Molecules 2025 dataset.

```
19
C2H12N4O (wB97M-V/def2-TZVPD)
C 1.64381 -0.03559 0.46435
C -2.48308 -0.18371 -0.04996
N 2.60731 -0.94848 0.77520
N -3.11274 -1.10841 -0.73014
N 2.50401 1.30631 -0.34815
N -3.12048 0.79917 0.47616
O 0.82379 -0.47032 -0.56217
H 0.94059 0.40323 1.18058
H -1.54296 -0.22507 0.49932
H 2.95444 -1.54245 0.04156
H 2.73528 -1.25433 1.74094
H -4.10829 -1.02423 -0.99869
H -2.84651 -2.04900 -0.85558
H 3.37988 0.89756 -0.58574
H 2.07306 1.86986 -1.01782
H 2.88635 1.96462 0.21625
H 1.28777 -0.96185 -1.23111
H -2.55498 1.66017 0.70434
H -4.06727 0.90252 0.28066
```

Output
- energy relative to the best compared isomer or geometry (same formula, charge and spin) (kcal/mol) = 10.5
- charge = +2
- frontier orbital gap (eV) = 11.649
- spin multiplicity = 1

So, what does the Mulliken scheme give us? The charges, in e, come out as: 0.29 0.34 -0.45 -0.35 -0.40 -0.29 -0.48 0.37 0.27 0.23 0.24 0.24 0.27 0.33 0.30 0.29 0.31 0.29 0.21

***

Entry 2:
The following is a quantum chemistry calculation of 2 unconnected molecules or ions with the total composition C2H12N4Si at a distorted geometry, from the Open Molecules 2025 dataset.

```
19
C2H12N4Si (wB97M-V/def2-TZVPD)
C -0.72251 1.60718 2.58943
C -1.87720 -0.33065 0.48349
N 1.41234 -2.27351 -2.60722
N 1.07486 1.05634 -1.16386
N 1.50341 -1.92643 -1.20570
N 0.84042 1.43619 0.07731
Si -0.22046 0.54043 1.11176
H -0.22930 2.50510 2.78376
H -1.76967 1.81987 2.63740
H -0.60625 1.14162 3.52224
H -1.61522 -0.99141 -0.35944
H -2.30067 -0.69275 1.40607
H -2.45602 0.47917 -0.09638
H 0.79625 -1.67321 -3.13671
H 2.36286 -2.03252 -2.99672
H 0.36257 0.68408 -1.73905
H 1.81561 -0.94072 -1.14839
H 2.19010 -2.58622 -0.84354
H 1.73593 1.88112 0.23328
```

Output
- energy relative to the best compared isomer or geometry (same formula, charge and spin) (kcal/mol) = 59.5
- frontier orbital gap (spin up / spin down) (eV) = 7.812 / 7.353
- spin multiplicity = 1

So, what does the Mulliken scheme give us? The charges, in e, come out as: -1.22 -0.89 -0.56 -1.01 -0.35 0.35 0.09 0.39 0.36 0.42 0.29 0.31 0.29 0.24 0.23 0.27 0.22 0.25 0.31

***

Entry 3:
The following is a quantum chemistry calculation of 2 unconnected molecules or ions with the total composition C2H12N8 at a distorted geometry, from the Open Molecules 2025 dataset.

```
22
C2H12N8 (wB97M-V/def2-TZVPD)
C 3.18015 -0.21642 -0.35113
C -3.51667 0.50470 -0.50267
N 4.12734 0.54502 0.47961
N -4.36027 -0.56701 -0.28305
N -2.16534 0.08223 -0.04481
N 5.40429 0.31473 0.54365
N 5.98326 -0.57358 -0.08750
N 2.03641 0.18842 -0.07887
N -4.95241 -0.52147 0.99841
N -1.06496 0.05828 -0.60592
H 1.22488 -0.26192 -0.39930
H 3.51406 -0.90785 -1.18440
H -3.30508 0.58982 -1.63366
H -3.74912 1.40517 -0.07493
H 3.86308 1.22798 1.13730
H -4.61524 -1.15343 -1.07435
H -2.27903 -0.35790 0.82201
H 5.89784 0.93629 1.19497
H 6.83369 -0.96959 0.14391
H -5.58400 -1.29476 1.27740
H -5.35410 0.44277 1.18304
H -1.11879 0.52852 -1.45972
```

Output
- energy relative to the best compared isomer or geometry (same formula, charge and spin) (kcal/mol) = 10.6
- charge = +2
- frontier orbital gap (spin up / spin down) (eV) = 6.674 / 6.679
- spin multiplicity = 1

So, what does the Mulliken scheme give us? The charges, in e, come out as: 0.14 -0.40 -0.03 -0.06 0.24 0.52 -0.65 -0.47 -0.57 -0.34 0.30 0.35 0.36 0.37 0.34 0.23 0.32 0.26 0.30 0.29 0.26 0.24

***

Entry 4:
The following is a quantum chemistry calculation of 3 unconnected molecules or ions with the total composition C2H12NO2 at a distorted geometry, from the Open Molecules 2025 dataset.

```
17
C2H12NO2 (wB97M-V/def2-TZVPD)
C -1.15513 0.59201 0.72209
N -0.14819 0.21965 -0.32388
C 0.30278 1.23103 -1.56645
H -2.15709 0.21518 0.62881
H -0.76997 0.48307 1.78842
H -1.31634 1.75611 0.68735
H -0.32565 -0.78422 -0.73540
H 0.84877 0.35933 0.23620
H 1.22300 0.76190 -1.87084
H 0.53133 2.29002 -1.20627
H -0.50960 1.29706 -2.21295
H -0.45578 -3.30374 -0.21320
H -1.72641 -3.10567 -1.14392
O -0.92401 -2.64659 -0.78556
H 2.74834 0.74688 1.85653
H 1.93428 -0.36663 2.45376
O 1.89965 0.25461 1.68532
```

Output
- energy relative to the best compared isomer or geometry (same formula, charge and spin) (kcal/mol) = 38.4
- charge = +1
- frontier orbital gap (eV) = 12.755
- spin multiplicity = 1

So, what does the Mulliken scheme give us? The charges, in e, come out as: -0.77 -0.21 -0.76 0.33 0.30 0.29 0.37 0.45 0.37 0.32 0.38 0.32 0.32 -0.67 0.32 0.30 -0.66

***

Entry 5:
The following is a quantum chemistry calculation of 3 unconnected molecules or ions with the total composition C2H12NO2, from the Open Molecules 2025 dataset.

```
17
C2H12NO2 (wB97M-V/def2-TZVPD)
C 0.39537 0.99362 0.24263
N -0.18516 -0.29320 -0.23128
C -0.16482 -1.44609 0.69769
H 0.80894 1.48856 -0.61921
H -0.34529 1.61536 0.74117
H 1.11702 0.79490 1.02603
H 0.33194 -0.55518 -1.06813
H -1.16655 -0.16819 -0.52216
H 0.80483 -1.48441 1.19509
H -0.23991 -2.34986 0.10808
H -1.00483 -1.40247 1.37793
H 3.20189 -0.35439 -1.82117
H 3.12141 1.14105 -1.61461
O 2.57381 0.37732 -1.83406
H -2.81679 1.01095 1.34940
H -3.65997 0.13313 0.43889
O -2.77189 0.49889 0.53372
```

Output
- energy relative to the best compared isomer or geometry (same formula, charge and spin) (kcal/mol) = 12.8
- charge = +1
- frontier orbital gap (eV) = 12.605
- spin multiplicity = 1

So, what does the Mulliken scheme give us? The charges, in e, come out as: -0.73 -0.08 -0.86 0.32 0.24 0.33 0.39 0.35 0.35 0.38 0.30 0.32 0.33 -0.63 0.31 0.30 -0.61

***

Entry 6:
The following is a quantum chemistry calculation of 4 unconnected molecules or ions with the total composition C2H12NO3 at a distorted geometry, from the Open Molecules 2025 dataset.

```
18
C2H12NO3 (wB97M-V/def2-TZVPD)
C 0.49292 -0.22744 -1.83231
C -1.31171 -0.74111 -0.28390
N -0.85762 -0.47532 -1.46207
H 0.61448 -0.76039 -2.73978
H 1.17752 -0.60807 -0.98199
H 0.60148 0.89975 -2.05940
H -0.70604 -0.16616 0.36708
H -2.41424 -0.86126 -0.08897
H -1.61078 -0.75182 -2.20584
H 3.73474 2.61217 1.87840
H 4.96802 2.64367 2.82336
O 4.31249 2.06765 2.38074
H -4.78954 -1.06971 -1.69963
H -4.64788 -1.51410 -0.18954
O -4.28605 -0.87439 -0.85707
H 1.72880 -0.81150 2.59735
H 1.55058 0.76303 2.42592
O 1.44284 -0.12500 1.92765
```

Output
- energy relative to the best compared isomer or geometry (same formula, charge and spin) (kcal/mol) = 50.8
- charge = +2
- frontier orbital gap (spin up / spin down) (eV) = 9.967 / 2.528
- spin multiplicity = 2

So, what does the Mulliken scheme give us? The charges, in e, come out as: -0.70 -0.02 -0.02 0.35 0.30 0.28 0.24 0.23 0.34 0.42 0.44 -0.21 0.34 0.35 -0.70 0.41 0.38 -0.43

***

Entry 7:
The following is a quantum chemistry calculation of 4 unconnected molecules or ions with the total composition C2H12NO4 at a distorted geometry, from the Open Molecules 2025 dataset.

```
19
C2H12NO4 (wB97M-V/def2-TZVPD)
C 1.45168 -0.76587 0.29319
O 1.43756 0.55365 -0.11109
C 0.05768 -1.40798 0.13633
N -0.54921 -1.05725 -1.15526
H 2.22752 -1.26165 -0.32750
H 1.74861 -0.85209 1.36300
H 0.09985 -2.49379 0.06655
H -0.56804 -1.13462 0.98298
H -0.85089 -0.08948 -1.16631
H 0.11357 -1.21038 -1.89935
H -0.53931 2.62223 -0.68639
H 0.26702 1.32063 -0.14889
O -0.71167 1.78639 -0.23939
H -2.84519 -0.95797 -0.45982
H -2.54672 -2.35994 -0.80461
O -3.21028 -1.84534 -0.32972
H 1.03393 2.52835 1.91934
H 1.82874 3.30064 0.82248
O 1.55516 3.32447 1.74449
```

Output
- energy relative to the best compared isomer or geometry (same formula, charge and spin) (kcal/mol) = 17.6
- charge = -1
- frontier orbital gap (eV) = 7.994
- spin multiplicity = 1

So, what does the Mulliken scheme give us? The charges, in e, come out as: -0.46 -0.77 -0.61 -0.60 0.26 0.24 0.43 0.30 0.28 0.19 0.26 0.30 -0.78 0.35 0.35 -0.72 0.34 0.31 -0.65

***

Entry 8:
The following is a quantum chemistry calculation of 4 unconnected molecules or ions with the total composition C2H12NO4, from the Open Molecules 2025 dataset.

```
19
C2H12NO4 (wB97M-V/def2-TZVPD)
O 0.30457 -2.13485 1.49095
C -0.55857 -1.38922 1.85842
C -0.85786 -0.09587 1.14116
N 0.07975 0.09379 0.02366
H -1.22008 -1.59633 2.71494
H -1.87544 -0.19526 0.75592
H -0.88304 0.76835 1.80343
H -0.15706 -0.53190 -0.74470
H 0.02142 1.02510 -0.38650
H 1.07924 0.05021 0.35227
H 3.04507 -0.19193 1.81981
H 3.03018 0.85052 0.70916
O 2.44576 0.28140 1.22817
H 1.19819 2.31787 -2.54184
H 1.62826 0.87160 -2.60436
O 1.45655 1.58437 -1.97044
H -3.65865 -0.58419 -1.65813
H -2.35441 -0.76455 -2.39496
O -2.72388 -0.35911 -1.59694
```

Output
- energy relative to the best compared isomer or geometry (same formula, charge and spin) (kcal/mol) = 0.3
- charge = +1
- frontier orbital gap (eV) = 11.066
- spin multiplicity = 1

So, what does the Mulliken scheme give us? The charges, in e, come out as: -0.44 0.08 -0.60 -0.24 0.37 0.32 0.38 0.35 0.38 0.41 0.31 0.31 -0.66 0.32 0.33 -0.65 0.31 0.32 -0.62

***

Entry 9:
The following is a quantum chemistry calculation of 4 unconnected molecules or ions with the total composition C2H12O3S2 at a distorted geometry, from the Open Molecules 2025 dataset.

```
19
C2H12O3S2 (wB97M-V/def2-TZVPD)
C -2.47064 1.93374 3.36543
S -1.17289 0.81472 2.76243
S 0.06481 0.44308 4.53669
C 0.14755 -1.34730 4.22676
H -3.37880 1.38163 3.59530
H -2.67190 2.76229 2.69375
H -2.06955 2.38407 4.28403
H 0.99114 -1.69568 4.82195
H 0.44103 -1.50106 3.18532
H -0.75149 -1.92267 4.43806
H 1.15530 1.65217 -4.11396
H 2.64931 1.79659 -4.56558
O 1.73953 1.99528 -4.78580
H 0.26340 -0.59595 -5.61987
H 1.63112 -0.28757 -6.21907
O 0.90331 -0.90884 -6.26491
H 0.27021 -1.92631 -2.46690
H 1.08599 -2.72268 -1.51428
O 1.17257 -2.25549 -2.35933
```

Output
- energy relative to the best compared isomer or geometry (same formula, charge and spin) (kcal/mol) = 22.1
- charge = -1
- frontier orbital gap (spin up / spin down) (eV) = 2.325 / 5.647
- spin multiplicity = 2

So, what does the Mulliken scheme give us? The charges, in e, come out as: -0.75 -0.39 -0.46 -0.71 0.23 0.23 0.20 0.19 0.23 0.27 0.34 0.33 -0.68 0.30 0.34 -0.64 0.33 0.32 -0.66

***

Entry 10:
The following is a quantum chemistry calculation of 4 unconnected molecules or ions with the total composition C2H12O3S2, from the Open Molecules 2025 dataset.

```
19
C2H12O3S2 (wB97M-V/def2-TZVPD)
C 1.87714 -0.95678 -0.14010
C 1.69626 -0.62655 -1.59969
S 1.63936 1.14379 -1.94079
S -0.10065 1.76519 -1.06537
H 1.02649 -0.56382 0.40440
H 2.76586 -0.51400 0.29155
H 1.89402 -2.03726 -0.00645
H 0.81586 -1.14062 -1.97126
H 2.52455 -0.99875 -2.20090
H 0.36468 1.89069 0.18948
O -2.65556 0.43776 1.47505
H -3.23635 1.19689 1.33924
H -2.61800 0.08791 0.56431
O -0.04367 1.23051 2.10424
H -1.00117 1.09688 1.95865
H 0.04744 1.28009 3.05956
O -2.03273 -0.96080 -0.81126
H -1.71242 -1.80216 -0.46961
H -1.25111 -0.52895 -1.18106
```

Output
- energy relative to the best compared isomer or geometry (same formula, charge and spin) (kcal/mol) = 0.3
- frontier orbital gap (eV) = 9.547
- spin multiplicity = 1
- SMILES = CCSS.O.O.O

So, what does the Mulliken scheme give us? The charges, in e, come out as: -0.82 -0.46 -0.06 -0.27 0.19 0.31 0.32 0.23 0.35 0.26 -0.70 0.34 0.40 -0.65 0.38 0.29 -0.74 0.33 0.29

***

Entry 11:
The following is a quantum chemistry calculation of 4 unconnected molecules or ions with the total composition C2H12O4 at a distorted geometry, from the Open Molecules 2025 dataset.

```
18
C2H12O4 (wB97M-V/def2-TZVPD)
C 0.81410 2.02947 1.68293
C -0.21010 1.00179 1.26344
O -0.13546 0.69225 -0.12367
H 1.78695 1.76920 1.26191
H 1.10894 1.91626 2.73301
H 0.56978 3.07768 1.56066
H 0.03130 0.09391 1.80215
H -1.18062 1.33707 1.63070
H -1.05629 0.62781 -0.39651
O 2.16330 1.21496 -1.60375
H 1.28550 1.14038 -1.18517
H 2.59619 0.46305 -1.18216
O -0.28582 -2.71435 -1.35211
H -0.64582 -3.60232 -1.22911
H 0.57866 -2.95039 -1.71114
O -2.34031 -1.61357 0.44929
H -1.48309 -1.28956 0.75104
H -2.13170 -1.70813 -0.48845
```

Output
- energy relative to the best compared isomer or geometry (same formula, charge and spin) (kcal/mol) = 19.2
- frontier orbital gap (eV) = 11.170
- spin multiplicity = 1
- SMILES = CCO.O.O.O

So, what does the Mulliken scheme give us? The charges, in e, come out as: -1.23 -0.16 -0.55 0.30 0.37 0.30 0.32 0.33 0.29 -0.66 0.38 0.29 -0.59 0.31 0.29 -0.63 0.33 0.32

***

Entry 12:
The following is a quantum chemistry calculation of 5 unconnected molecules or ions with the total composition C2H12O5 at a distorted geometry, from the Open Molecules 2025 dataset.

```
19
C2H12O5 (wB97M-V/def2-TZVPD)
C -0.75037 -1.24227 0.77450
C -1.83063 -1.22385 1.78619
O -1.76000 -0.15063 2.48670
H -0.97208 -0.54240 -0.02137
H 0.14814 -0.83457 1.12893
H -0.45232 -2.17754 0.24563
H -2.15849 -2.16915 2.21286
O 2.92253 -2.14734 -2.80299
H 2.08968 -1.58952 -2.82200
H 2.63576 -3.01978 -2.47307
O -1.03407 2.69705 1.83987
H -1.68479 3.18812 2.37578
H -1.29082 1.82529 1.77273
O 0.73026 1.68205 0.09583
H 1.63031 1.79020 0.56670
H 0.29733 2.54148 0.38497
O 0.67144 0.08781 -2.57168
H 0.61598 0.65148 -1.80588
H 0.19213 0.63357 -3.17367
```

Output
- energy relative to the best compared isomer or geometry (same formula, charge and spin) (kcal/mol) = 28.8
- frontier orbital gap (eV) = 10.456
- spin multiplicity = 1
- SMILES = CC=O.O.O.O.O

So, what does the Mulliken scheme give us? The charges, in e, come out as: -0.78 0.09 -0.53 0.19 0.32 0.32 0.34 -0.66 0.34 0.31 -0.63 0.29 0.38 -0.66 0.32 0.34 -0.61 0.33 0.29

***

It is found that the calculated total energy values, taken in the order of the records, are -377.03497 -591.74315 -520.60266 -288.35280 -288.39372 -363.02454 -439.13372 -438.88249 -1105.45162 -1105.50102 -384.33033 -459.54776 Eh.